Record 1
Here is a molecular structure, C3Cl3O from the OMol25 dataset. Energies are from wB97M-V/def2-TZVPD.

Last column: natural (NBO) charge in e.
Geometry (Å):
C (-0.168, -0.708, -0.614)  -0.078
C (-0.495, 1.171, -0.029)  0.405
C (0.487, -0.589, 0.541)  0.107
O (0.363, 0.851, 0.834)  -0.382
Cl (-0.673, -1.734, -1.729)  0.312
Cl (-1.040, 2.578, -0.365)  0.395
Cl (1.526, -1.568, 1.363)  0.242

Values from the calculation:
Net charge = +1
HOMO = -0.5335 Ha
ΔE to the lowest compared entry with this formula, charge and spin = 156.8 kJ/mol
HOMO-LUMO gap = 8.242 eV

Record 2
Here is 2 unconnected molecules or ions with the total composition C3ClFO4 from the OMol25 dataset. Energies are from wB97M-V/def2-TZVPD.

Last column: natural (NBO) charge in e.
Geometry (Å):
C (0.535, -0.872, 1.407)  0.889
C (-0.385, -0.051, -1.422)  0.685
C (0.096, 0.584, -0.096)  0.027
O (1.470, -0.628, 2.070)  -0.721
O (0.509, -0.422, -2.220)  -0.802
O (-0.369, -1.666, 1.437)  -0.727
O (-1.585, 0.063, -1.693)  -0.781
F (0.897, 1.697, -0.387)  -0.406
Cl (-1.168, 1.295, 0.903)  -0.164

Values from the calculation:
Net charge = -2
HOMO = 0.0181 Ha
HOMO-LUMO gap = 5.892 eV

Record 3
Here is a gas-phase ion, C3ClN2O3 (charge -1) from the OMol25 dataset. Energies are from wB97M-V/def2-TZVPD.

Last column: natural (NBO) charge in e.
Geometry (Å):
N (1.036, -0.730, 2.378)  -0.284
C (0.903, -0.285, 1.335)  0.173
C (1.427, 0.071, 0.034)  0.694
O (2.623, 0.013, -0.036)  -0.543
O (0.718, 0.724, -0.856)  -0.372
N (-0.749, 0.983, -0.643)  -0.372
C (-1.415, -0.102, -0.770)  0.682
O (-1.275, -1.257, -1.051)  -0.626
Cl (-3.268, 0.583, -0.393)  -0.351

Values from the calculation:
Net charge = -1
HOMO = -0.2170 Ha
ΔE to the lowest compared entry with this formula, charge and spin = 33.0 kJ/mol
HOMO-LUMO gap = 9.655 eV
SMILES = N#CC(=O)O/N=C(\[O-])Cl

Record 4
Here is a single C3F4O molecule from the OMol25 dataset. Energies are from wB97M-V/def2-TZVPD.

Last column: natural (NBO) charge in e.
Geometry (Å):
F (-0.561, -1.387, 1.231)  -0.317
C (-0.574, -0.570, 0.118)  0.604
F (-1.695, -0.758, -0.563)  -0.288
C (-0.057, 0.802, 0.324)  0.459
F (0.191, 1.804, 1.144)  -0.249
O (0.065, 0.961, -1.135)  -0.463
C (0.745, -0.134, -0.485)  0.493
F (1.886, -0.717, -0.634)  -0.238

Values from the calculation:
Net charge = 0
HOMO = -0.3818 Ha
ΔE to the lowest compared entry with this formula, charge and spin = 296.0 kJ/mol
HOMO-LUMO gap = 10.806 eV
SMILES = FC1(F)[C@]2(F)O[C@]12F

Question: Which value of HOMO-LUMO gap does entry 4 give?
Answer: 10.806 eV

Question: Which value of HOMO-LUMO gap does entry 1 give?
Answer: 8.242 eV